C25H40AgN2OS2Si4Te | ωB97M-V/def2-TZVPD

```
76
Properties=species:S:1:pos:R:3:mulliken_charge:R:1
Ag 1.44 -1.52 0.03 -0.335
C 5.29 7.33 -5.77 -1.029
C 4.80 6.14 -4.97 0.717
O 3.68 5.73 -4.98 -0.534
S 6.11 5.42 -4.00 -0.254
C 5.28 4.06 -3.20 0.033
C 5.37 2.79 -3.77 -0.213
C 4.74 1.73 -3.16 -0.685
C 3.99 1.90 -1.99 0.289
C 3.93 3.19 -1.43 -0.709
C 4.56 4.26 -2.03 -0.134
C 3.32 0.81 -1.37 -0.430
C 2.73 -0.13 -0.85 0.273
H 5.23 7.07 -6.83 0.270
H 6.31 7.59 -5.51 0.351
H 4.63 8.18 -5.58 0.287
H 5.94 2.66 -4.68 0.403
H 4.80 0.73 -3.59 0.404
H 3.37 3.32 -0.52 0.449
H 4.51 5.25 -1.60 0.403
C -2.34 1.26 5.46 -1.091
Si -0.96 0.41 4.47 0.329
C -0.14 -0.84 5.62 -1.065
C 0.36 1.72 4.09 -1.153
Si -1.74 -0.63 2.52 0.070
Te -0.21 -2.48 1.96 -0.309
Si -3.74 -1.73 3.03 0.266
C -3.43 -2.96 4.44 -1.002
C -4.38 -2.74 1.57 -1.094
C -5.15 -0.58 3.56 -1.068
Si -2.00 0.97 0.84 0.362
C -2.70 0.17 -0.73 -0.931
C -3.24 2.29 1.40 -1.007
C -0.39 1.84 0.36 -0.258
H -1.93 1.89 6.26 0.383
H -3.00 0.52 5.92 0.271
H -2.96 1.90 4.82 0.311
H 0.20 -0.38 6.55 0.340
H 0.73 -1.29 5.12 0.290
H -0.82 -1.66 5.88 0.259
H 0.89 2.01 5.00 0.386
H -0.07 2.62 3.65 0.269
H 1.09 1.32 3.39 0.330
H -2.61 -3.63 4.18 0.290
H -4.32 -3.56 4.66 0.375
H -3.15 -2.44 5.37 0.232
H -3.58 -3.35 1.15 0.237
H -4.75 -2.09 0.77 0.294
H -5.20 -3.41 1.86 0.374
H -4.84 0.09 4.37 0.242
H -6.02 -1.14 3.91 0.378
H -5.47 0.05 2.73 0.284
H -3.58 -0.43 -0.50 0.193
H -1.95 -0.50 -1.17 0.193
H -2.98 0.90 -1.48 0.375
H -4.20 1.84 1.67 0.212
H -3.43 3.04 0.62 0.391
H -2.87 2.82 2.29 0.237
H 0.37 1.11 0.08 -0.298
H 0.01 2.42 1.20 0.225
H -0.53 2.52 -0.48 0.362
N -1.43 -6.44 -4.43 -0.396
C -0.20 -5.94 -4.70 0.150
S 0.55 -6.31 -6.13 -0.372
C 0.42 -5.11 -3.66 0.891
C 0.05 -5.23 -2.32 -0.665
C 0.65 -4.42 -1.37 -0.399
N 1.55 -3.49 -1.67 -0.349
C 1.90 -3.37 -2.95 -0.485
C 1.38 -4.15 -3.96 -0.430
H -1.90 -6.90 -5.19 0.231
H -2.00 -5.98 -3.73 0.225
H -0.68 -5.97 -1.99 0.430
H 0.38 -4.51 -0.33 0.358
H 2.63 -2.59 -3.17 0.423
H 1.70 -4.03 -4.99 0.347
```

Output
- molar mass (g/mol) = 796.554
- orbital gap (eV) = 5.6
- electronic energy (eV) = -96079.976
- LUMO (eV) = 1.28
- charge = -1



C25H40Cl4N3O3PbSi | ωB97M-V/def2-TZVPD

```
77
Properties=species:S:1:pos:R:3:mulliken_charge:R:1
C -1.34 3.92 -4.81 -1.979
C -0.28 3.62 -3.76 0.671
H -1.00 4.69 -5.53 0.445
H -2.23 4.33 -4.32 0.291
H -1.64 3.06 -5.42 0.418
C 0.69 4.53 -3.57 0.308
C 0.84 5.88 -4.25 -1.609
H 1.41 4.37 -2.78 0.376
H -0.01 6.53 -4.02 0.301
H 0.95 5.85 -5.36 0.346
H 1.76 6.38 -3.89 0.361
Pb -1.29 -1.11 2.03 0.828
Cl -0.65 -2.19 -0.46 -0.799
Cl -3.47 -0.31 3.03 -0.651
H -2.95 -7.27 2.37 0.358
H -1.74 -7.41 0.53 0.329
C -2.85 -6.20 2.58 -0.933
C -2.16 -6.46 0.18 -0.885
N -2.33 -5.60 1.35 0.161
H -2.14 -6.07 3.41 0.272
C -2.03 -4.30 1.34 0.601
O -2.18 -3.57 2.35 -0.772
H -1.49 -5.95 -0.54 0.298
H -1.59 -3.94 0.38 0.032
H -3.83 -5.78 2.84 0.287
H -3.14 -6.66 -0.27 0.303
H -2.76 3.62 0.66 0.168
H -0.65 5.14 -0.30 0.284
C -2.27 3.84 1.63 -0.928
C -0.39 5.18 0.77 -1.070
N -0.82 3.97 1.48 0.384
H -2.52 3.06 2.34 0.270
C 0.06 3.10 2.05 0.258
O -0.23 2.18 2.82 -0.609
H 0.69 5.30 0.88 0.305
H 1.13 3.27 1.76 0.091
H -2.70 4.81 1.95 0.364
H -0.90 6.07 1.18 0.365
O -1.37 1.70 -2.33 -0.277
C -0.25 2.20 -3.09 -0.168
C 1.19 2.84 -1.17 1.212
C 0.83 1.86 -2.08 -0.283
H 0.58 3.74 -1.08 0.517
C 2.40 2.69 -0.49 -1.626
H -0.10 1.57 -3.98 0.435
C 1.32 0.55 -1.92 -0.354
H 2.78 3.53 0.08 0.429
C 3.11 1.48 -0.58 -0.650
C 2.51 0.38 -1.18 -0.890
H 0.70 -0.25 -2.28 0.388
H 4.10 1.40 -0.10 0.414
H 2.97 -0.60 -1.09 0.398
Si -2.89 0.94 -1.77 1.231
Cl -1.56 0.93 0.35 -0.051
C -4.46 0.79 -0.57 -1.129
C -2.80 -0.83 -2.38 -1.102
C -3.40 2.30 -2.92 -1.095
H -4.24 0.38 0.43 0.140
H -5.29 0.16 -0.96 0.364
H -4.93 1.76 -0.37 0.278
H -3.20 3.26 -2.41 0.223
H -4.45 2.28 -3.20 0.377
H -2.85 2.30 -3.88 0.158
H -1.88 -0.99 -2.96 0.241
H -3.66 -1.04 -3.04 0.422
H -2.83 -1.58 -1.57 0.125
Cl 4.51 -3.34 0.67 -0.249
C 3.70 -2.08 1.50 0.175
C 4.41 -1.09 2.18 -0.270
C 3.70 -0.01 2.73 -0.791
C 2.31 0.01 2.57 -0.226
N 1.65 -0.95 1.94 0.240
C 2.30 -2.02 1.46 -0.492
H 5.48 -1.21 2.26 0.416
H 4.18 0.78 3.30 0.404
H 1.68 0.79 3.02 0.337
H 1.69 -2.79 0.98 0.485
```

Output
- molar mass (g/mol) = 807.711
- orbital gap (eV) = 7.1
- electronic energy (eV) = -100405.523
- LUMO (eV) = 2.45
- charge = -1
- energy above the lowest of the compared OMol25 structures with the same formula, charge and spin (kcal per mole) = 39.0



C25H40F13N3O2P | ωB97M-V/def2-TZVPD

```
84
Properties=species:S:1:pos:R:3:mulliken_charge:R:1
C 0.15 2.15 1.99 -1.517
C -0.53 2.79 0.76 0.250
C 0.40 3.00 -0.46 -0.672
C 1.30 1.79 -0.77 -1.355
P 0.49 0.48 -1.77 1.088
C -0.40 -0.61 -0.61 -0.919
C -1.94 -0.42 -0.57 -0.998
C -2.58 -0.57 0.84 -0.558
C -3.78 0.41 0.91 -1.453
N -4.40 0.50 2.22 0.063
C -3.47 0.87 3.30 -1.014
C -5.20 -0.60 2.51 0.852
C -5.49 -0.95 3.98 -1.161
O -5.69 -1.27 1.67 -0.550
C 1.90 -0.37 -2.63 -1.593
C 1.85 -1.91 -2.60 -0.923
C 2.89 -2.45 -1.58 0.929
F 4.06 -2.46 -2.19 -0.318
F 2.85 -1.61 -0.53 -0.314
C 2.44 -3.89 -1.14 0.561
F 1.36 -3.71 -0.36 -0.330
F 2.04 -4.49 -2.26 -0.371
C 3.61 -4.65 -0.46 0.643
F 4.35 -3.76 0.19 -0.308
F 4.38 -5.12 -1.43 -0.296
C 3.29 -5.80 0.53 0.514
F 4.40 -5.96 1.27 -0.303
F 2.32 -5.52 1.40 -0.260
C 3.01 -7.21 -0.08 0.611
F 2.74 -7.99 0.97 -0.290
F 4.08 -7.74 -0.63 -0.260
C 1.79 -7.33 -1.04 0.703
F 2.16 -7.30 -2.29 -0.243
F 1.27 -8.53 -0.87 -0.279
F 0.84 -6.47 -0.79 -0.242
N -0.51 1.30 -2.85 -0.415
C -1.32 0.60 -3.56 0.896
C -1.05 -0.74 -4.21 -1.127
C -2.69 1.18 -3.80 -1.580
H -0.10 1.08 2.04 0.322
H 1.24 2.21 1.97 0.528
H -0.19 2.59 2.92 0.438
H -0.88 3.78 1.05 0.741
H -1.41 2.22 0.41 -0.449
H 1.07 3.82 -0.19 -0.046
H -0.17 3.31 -1.33 0.609
H 1.79 1.35 0.10 0.575
H 2.12 2.14 -1.42 0.543
H -0.02 -0.38 0.39 0.561
H -0.20 -1.67 -0.75 0.664
H -2.28 0.51 -1.04 0.328
H -2.37 -1.22 -1.19 0.540
H -3.00 -1.57 0.96 0.518
H -1.81 -0.37 1.59 0.520
H -4.50 0.11 0.16 0.344
H -3.43 1.41 0.62 0.465
H -2.70 1.52 2.87 0.148
H -3.93 1.43 4.10 0.350
H -2.94 -0.02 3.66 0.383
H -5.49 -0.07 4.62 0.365
H -6.49 -1.38 3.99 0.360
H -4.74 -1.68 4.29 0.258
H 2.86 0.04 -2.31 0.664
H 1.79 -0.07 -3.68 0.714
H 0.86 -2.34 -2.45 0.346
H 2.19 -2.29 -3.57 0.560
H -1.22 -1.54 -3.48 0.262
H -0.07 -0.80 -4.68 0.277
H -1.81 -0.89 -4.99 0.483
H -2.89 2.01 -3.12 0.363
H -2.69 1.56 -4.83 0.449
H -3.47 0.42 -3.74 0.424
C 1.62 6.84 0.57 0.097
O 1.50 5.97 -0.28 -0.572
N 1.96 6.63 1.85 0.120
C 2.08 7.73 2.80 -0.944
C 2.21 5.28 2.30 -0.746
H 1.45 7.90 0.33 0.267
H 3.10 7.75 3.20 0.336
H 1.38 7.58 3.63 0.339
H 1.87 8.68 2.32 0.294
H 3.03 4.85 1.72 0.305
H 1.32 4.67 2.15 0.046
H 2.47 5.28 3.36 0.396
```

Output
- molar mass (g/mol) = 692.562
- orbital gap (eV) = 8.3
- electronic energy (eV) = -79749.754
- LUMO (eV) = -3.21
- charge = +1